Entry 1:
{
  "formula": "C18H24N2OS2",
  "method": "ωB97M-V/def2-TZVPD",
  "symbols": ["H", "H", "C", "C", "H", "C", "H", "S", "C", "H", "H", "N", "H", "H", "N", "H", "H", "C", "C", "H", "C", "H", "H", "C", "C", "C", "H", "C", "H", "C", "C", "H", "H", "C", "S", "C", "H", "H", "C", "C", "H", "H", "H", "H", "O", "H", "C"],
  "coordinates": [[-0.78, -1.40, -3.29], [1.16, -1.44, -4.51], [2.24, 0.90, -0.39], [-1.96, 1.82, 2.93], [-2.75, -0.38, 5.00], [-0.56, 0.41, -1.62], [0.67, -3.14, -0.38], [1.44, 0.53, 1.97], [-1.60, 1.95, 1.65], [2.13, 0.83, -1.58], [0.07, -2.80, -2.37], [-0.03, -0.69, -1.45], [1.77, -2.60, 0.86], [-4.26, -0.72, 4.22], [-1.02, 1.50, -0.69], [0.30, 3.12, 1.14], [1.91, -3.74, -3.06], [-1.60, 1.14, 0.52], [2.85, 1.91, 0.27], [-1.30, 3.87, 0.83], [1.45, 0.04, 0.26], [3.54, -3.33, -3.10], [-0.60, 3.66, 2.42], [2.60, -3.12, -3.51], [1.25, -1.09, -3.46], [-2.31, -0.08, 0.83], [2.59, -3.01, -4.52], [-3.43, 0.04, 4.40], [-3.48, -1.51, 2.11], [0.18, -1.31, -2.58], [1.31, -2.07, -0.24], [-0.27, -1.19, 0.73], [-2.17, 2.46, 3.70], [0.34, -0.93, -0.24], [-0.84, 1.21, -3.09], [-3.05, -0.46, 1.87], [-1.23, 2.38, -0.87], [3.73, 2.57, -0.07], [-0.77, 3.41, 1.42], [2.71, 1.87, 1.59], [2.04, -2.33, -1.08], [1.42, -0.04, -3.62], [-2.60, -0.58, -0.22], [-3.71, 1.14, 4.83], [2.30, -1.68, -3.03], [3.19, 2.36, 2.51], [-2.83, 0.53, 2.90]],
  "mol_weight_g_mol": 348.5,
  "homo_ha": -0.274,
  "largest_force_ha_per_bohr": 0.29932,
  "multiplicity": 1,
  "orbital_gap_ev": 7.988
}

Entry 2:
{
  "formula": "C18H24N4O2",
  "method": "ωB97M-V/def2-TZVPD",
  "symbols": ["H", "H", "N", "C", "H", "H", "H", "C", "C", "C", "C", "H", "H", "H", "H", "H", "C", "O", "H", "N", "H", "O", "C", "C", "C", "H", "C", "H", "H", "N", "N", "H", "C", "H", "C", "H", "C", "H", "C", "H", "C", "H", "H", "C", "H", "C", "C", "H"],
  "coordinates": [[5.48, -0.66, 0.42], [-6.22, -1.07, -2.97], [-2.74, -1.29, -0.64], [-3.26, 1.43, -3.00], [0.80, 1.70, 0.66], [-4.87, -3.32, -1.99], [4.03, -1.68, 0.29], [1.00, 0.18, 2.26], [-4.74, -2.76, -1.06], [2.43, -0.30, 2.32], [-4.27, -0.60, -2.14], [2.12, -0.72, -0.63], [0.31, -0.66, 2.52], [3.49, 2.23, 3.37], [5.42, -0.64, 2.85], [0.78, 1.00, 2.97], [0.91, 0.60, 0.73], [-0.62, 1.54, -1.38], [2.14, 1.02, -1.00], [-0.22, -0.06, 0.14], [-6.27, 0.92, -4.51], [-2.36, 2.42, -2.97], [-3.22, 0.30, -2.20], [4.61, -1.23, 2.41], [4.48, -0.85, 0.84], [3.95, 2.80, 1.77], [3.22, 2.19, 2.34], [2.27, 2.68, 2.18], [-4.37, 2.47, -4.51], [3.20, 0.83, 1.84], [-3.94, -1.56, -1.24], [3.56, -0.18, 4.15], [3.58, 0.43, 0.54], [-5.71, -2.51, -0.65], [-4.34, 1.61, -3.84], [-0.64, -0.89, 0.59], [-1.00, 0.52, -0.85], [-1.57, 2.16, -2.40], [-2.27, -0.17, -1.20], [-4.23, -3.46, -0.36], [-5.37, -0.39, -2.97], [3.00, -1.83, 3.77], [4.21, 1.20, 0.05], [-5.43, 0.73, -3.82], [4.87, -2.30, 2.48], [2.19, 0.29, -0.19], [3.36, -0.89, 3.33], [2.28, -1.20, 1.70]],
  "mol_weight_g_mol": 328.4,
  "homo_ha": -0.280,
  "largest_force_ha_per_bohr": 0.06876,
  "multiplicity": 1,
  "orbital_gap_ev": 8.105
}

Entry 3:
{
  "formula": "C18H25BN8O3Zn",
  "method": "ωB97M-V/def2-TZVPD",
  "symbols": ["H", "H", "H", "N", "C", "H", "C", "H", "O", "C", "C", "C", "H", "H", "O", "H", "H", "H", "C", "Zn", "H", "C", "N", "N", "H", "H", "N", "H", "N", "C", "N", "B", "N", "C", "H", "C", "C", "C", "C", "N", "H", "H", "C", "C", "H", "H", "H", "H", "C", "H", "C", "C", "H", "H", "O", "H"],
  "coordinates": [[-2.19, -2.48, 0.07], [1.42, -1.90, -5.26], [2.72, -3.57, -3.40], [2.63, -0.71, 2.38], [1.35, -2.61, -2.03], [1.63, -3.08, -1.12], [0.58, 3.38, 3.63], [0.43, 0.41, 5.36], [-0.75, 1.33, 1.51], [-0.77, -0.86, 4.10], [2.16, -0.14, 3.53], [-3.01, -0.76, -4.25], [-1.16, -2.03, 1.46], [0.27, 2.71, -0.46], [2.65, -1.21, 0.25], [3.47, -1.28, 2.39], [2.12, 2.16, 4.57], [-0.19, 3.27, 4.39], [1.92, -2.90, -3.29], [-0.39, -0.67, -0.54], [-3.91, -1.27, -1.14], [1.55, 2.26, 3.61], [0.84, -0.03, 0.93], [-1.89, -0.55, -3.53], [1.14, 4.27, 3.86], [-0.43, -0.01, -5.25], [0.48, -1.60, -2.13], [-0.50, -3.04, 0.17], [-2.14, -0.72, -2.17], [-4.04, -1.08, -3.35], [-0.12, 1.09, -3.22], [-0.49, -0.16, -4.07], [0.44, -1.26, -3.51], [-3.43, -1.05, -2.06], [-1.20, 0.38, 0.81], [0.46, 3.14, -2.62], [2.06, -0.67, 1.11], [-0.11, 0.43, 4.39], [0.22, 2.36, -1.47], [-0.09, 1.10, -1.82], [0.75, 4.14, -2.62], [-1.40, -1.09, 4.94], [1.30, -2.02, -4.20], [0.95, 0.83, 3.30], [-0.74, 1.34, 4.44], [-3.00, -0.67, -5.30], [-0.07, -1.68, 4.02], [0.09, 3.52, 2.68], [0.36, 0.74, 1.93], [0.30, 2.45, -4.75], [-1.20, -2.26, 0.41], [0.23, 2.29, -3.70], [-1.38, -0.88, 3.20], [-5.04, -1.30, -3.54], [2.78, -0.40, 4.58], [2.31, 2.37, 2.81]],
  "mol_weight_g_mol": 477.7,
  "homo_ha": -0.308,
  "largest_force_ha_per_bohr": 0.08490,
  "multiplicity": 1,
  "orbital_gap_ev": 7.814
}

Entry 4:
{
  "formula": "C18H25Cl20N2O4S",
  "method": "ωB97M-V/def2-TZVPD",
  "symbols": ["C", "H", "O", "C", "S", "H", "Cl", "Cl", "Cl", "Cl", "C", "H", "Cl", "C", "H", "C", "N", "C", "H", "H", "Cl", "C", "Cl", "Cl", "H", "H", "H", "H", "Cl", "C", "C", "H", "O", "N", "H", "O", "Cl", "H", "C", "H", "Cl", "Cl", "H", "Cl", "H", "C", "Cl", "Cl", "O", "Cl", "H", "C", "C", "Cl", "C", "H", "H", "H", "Cl", "Cl", "H", "H", "C", "C", "H", "C", "C", "Cl", "H", "H"],
  "coordinates": [[0.37, -1.64, 2.62], [-1.07, -5.75, 0.74], [-1.55, -3.91, 0.79], [4.07, 3.17, -4.79], [0.34, 0.64, 3.03], [8.74, -0.06, -2.73], [2.41, 1.61, -1.74], [-5.76, -3.17, 1.03], [-7.41, 5.58, 2.65], [-9.22, 8.28, -3.42], [2.79, -2.17, 2.74], [6.75, -2.39, -6.15], [-4.73, -2.09, -1.48], [-8.63, 8.10, -1.76], [-5.07, -4.35, -0.89], [0.10, -3.02, 2.37], [1.83, 0.08, 3.05], [3.58, -4.54, 2.43], [-6.31, -0.13, -2.18], [1.03, 3.03, -0.46], [-2.25, -1.60, 5.10], [8.80, 0.99, -2.96], [-7.73, 5.05, -0.21], [7.22, 1.72, -2.69], [3.84, -1.88, 2.85], [0.12, 2.15, -1.71], [6.16, -2.42, 1.04], [3.47, 2.81, -3.96], [5.68, -0.98, 2.82], [1.73, -1.25, 2.81], [-8.15, 4.54, 1.44], [-1.37, -4.47, 2.76], [3.21, -5.71, 2.69], [-0.55, -0.66, 2.70], [-8.26, 7.09, -1.62], [4.74, -4.18, 2.11], [6.24, -0.24, -5.34], [9.08, 1.14, -3.99], [2.48, -3.48, 2.51], [-2.01, -2.82, 2.55], [8.19, -2.20, -4.32], [4.13, 4.94, -4.71], [-9.22, 4.58, 1.55], [10.04, 1.72, -1.93], [7.63, -1.73, 1.75], [-2.00, -0.72, 6.60], [0.39, 0.88, 0.25], [-0.80, 0.56, 6.38], [-1.92, -5.28, 0.78], [3.34, 2.61, -6.30], [-7.79, 3.52, 1.58], [-4.71, -3.47, -0.36], [-1.30, -3.56, 2.17], [-7.08, 0.69, -4.25], [6.66, -1.95, -5.16], [-2.94, -0.27, 6.91], [5.87, -2.44, -4.60], [0.93, -4.96, 2.18], [-7.32, 9.24, -1.41], [6.67, -0.29, 0.15], [-3.70, -3.62, -0.01], [-9.45, 8.30, -1.08], [-7.16, 0.45, -2.50], [1.14, -3.91, 2.33], [-8.08, -0.08, -2.27], [6.62, -1.52, 1.43], [0.89, 2.07, -0.95], [-7.16, 1.99, -1.63], [-1.64, -1.40, 7.36], [5.08, 2.78, -4.73]],
  "mol_weight_g_mol": 1074.5,
  "homo_ha": -0.186,
  "largest_force_ha_per_bohr": 0.02669,
  "multiplicity": 1,
  "orbital_gap_ev": 6.709,
  "total_charge": -1
}